A) The following is a quantum chemistry calculation of 2 unconnected molecules or ions with the total composition C6H5N3, from the Open Molecules 2025 dataset.

Output
HOMO (alpha / beta): -9.94 / -9.95 eV
HOMO-LUMO gap (alpha / beta): 7.84 / 7.85 eV

Structure (ORCA input):
```
! wB97M-V def2-TZVPD RIJCOSX def2/J DEFGRID3
* xyz 0 1
C 2.033 -2.187 -0.190
C -0.029 2.140 -0.762
C 0.201 2.187 0.632
C -0.329 0.819 -1.006
C -1.169 -2.083 0.704
C -0.294 -1.169 0.389
N 3.012 -2.555 -0.660
N 0.023 1.011 1.207
N -0.257 0.173 0.208
H 0.022 2.879 -1.403
H 0.468 2.997 1.343
H -0.507 0.547 -2.028
H -2.267 -1.621 0.898
H -0.909 -3.138 0.668
*
```

Charge distribution, Mulliken scheme, values in e: -0.13, -0.68, -0.10, -0.22, -0.50, 0.31, -0.37, -0.84, 0.66, 0.51, 0.41, 0.38, 0.25, 0.32

=====

B) The following is a quantum chemistry calculation of C6H5N3 in the gas phase, from the Open Molecules 2025 dataset.

Output
SMILES: [H]/N=N\c1[nH]ccc1C#C
HOMO: -8.35 eV
HOMO-LUMO gap: 7.89 eV

Structure (ORCA input):
```
! wB97M-V def2-TZVPD RIJCOSX def2/J DEFGRID3
* xyz 0 1
C 0.789 -0.502 0.469
C 1.328 1.724 0.023
C 0.108 1.539 -0.508
C -0.204 0.104 -0.405
C -1.462 -0.329 -0.619
C -2.575 -0.601 -1.086
H -0.751 -2.406 0.215
H 2.643 0.296 0.680
H 1.866 2.679 0.461
H -0.563 2.341 -1.003
H -3.610 -1.033 -1.172
N -0.087 -2.568 1.164
N 0.878 -1.731 1.226
N 1.639 0.488 0.556
*
```

Charge distribution, Mulliken scheme, values in e: 0.21, -0.36, -0.41, 1.03, -1.14, -0.14, 0.26, 0.27, 0.27, 0.31, 0.37, -0.47, -0.15, -0.06

=====

B) is the most stable structure; the next one sits 0.0394 hartree above it.

=====

A) The following is a quantum chemistry calculation of 12 unconnected molecules or ions with the total composition H24O12, from the Open Molecules 2025 dataset.

Output
SMILES: O.O.O.O.O.O.O.O.O.O.O.O
HOMO: -9.96 eV
HOMO-LUMO gap: 9.41 eV

Structure (ORCA input):
```
! wB97M-V def2-TZVPD RIJCOSX def2/J DEFGRID3
* xyz 0 1
O -0.788 3.556 -1.012
H -0.755 3.047 -0.186
H -1.419 3.030 -1.518
O -0.730 -1.865 0.880
H -0.896 -1.319 0.107
H -0.148 -2.599 0.581
O 1.311 0.513 2.559
H 1.578 0.559 3.495
H 1.069 1.416 2.341
O -0.547 -0.597 4.237
H -0.737 -1.506 3.817
H 0.025 -0.217 3.585
O -3.116 0.332 -0.610
H -3.113 -0.575 -0.895
H -2.257 0.539 -0.288
O 1.856 -1.127 -0.396
H 2.440 -1.785 -0.781
H 1.781 -1.378 0.535
O 2.050 -2.169 2.460
H 1.754 -1.249 2.548
H 1.279 -2.570 2.785
O 2.656 1.320 -1.226
H 2.611 0.441 -0.878
H 2.791 1.860 -0.417
O -0.295 0.694 -2.739
H 0.329 1.294 -3.046
H 0.127 -0.200 -2.814
O -0.351 0.676 0.007
H 0.181 0.547 -0.771
H 0.111 0.369 0.785
O -2.372 2.314 -2.651
H -1.592 1.759 -2.809
H -2.775 1.713 -1.999
O -0.767 -1.936 -1.970
H -0.034 -2.421 -2.375
H -1.244 -2.453 -1.346
*
```

Charge distribution, Mulliken scheme, values in e: -0.69, 0.25, 0.41, -0.60, 0.27, 0.30, -0.77, 0.32, 0.22, -0.65, 0.32, 0.42, -0.68, 0.28, 0.35, -0.58, 0.22, 0.32, -0.65, 0.37, 0.32, -0.62, 0.36, 0.29, -0.64, 0.31, 0.22, -0.26, 0.35, 0.17, -0.80, 0.46, 0.44, -0.59, 0.27, 0.28

=====

B) The following is a quantum chemistry calculation of 12 unconnected molecules or ions with the total composition H24O12, from the Open Molecules 2025 dataset.

Output
SMILES: O.O.O.O.O.O.O.O.O.O.O.O
HOMO: -10.30 eV
HOMO-LUMO gap: 10.13 eV

Structure (ORCA input):
```
! wB97M-V def2-TZVPD RIJCOSX def2/J DEFGRID3
* xyz 0 1
O 2.554 -1.414 -1.824
H 2.152 -1.957 -2.512
H 1.817 -1.160 -1.254
O -0.223 -0.426 -0.129
H 0.039 -0.637 0.793
H -0.706 0.414 -0.068
O 0.679 2.116 -2.537
H -0.145 1.585 -2.465
H 1.037 2.149 -1.645
O -1.312 2.439 3.220
H -0.564 3.022 3.392
H -1.089 2.012 2.381
O -1.055 2.498 -0.131
H -1.869 2.541 -0.646
H -0.489 3.182 -0.511
O 0.453 -0.531 2.576
H -0.132 -0.470 3.342
H 1.312 -0.847 2.909
O -3.562 1.128 -0.414
H -4.060 0.662 0.268
H -4.212 1.697 -0.850
O 2.914 1.130 1.050
H 2.009 0.857 0.852
H 3.342 0.315 1.366
O 1.210 -3.309 0.503
H 0.840 -3.908 -0.158
H 0.815 -3.583 1.342
O -1.126 -1.903 -2.368
H -0.817 -1.391 -1.590
H -2.059 -2.077 -2.209
O -1.924 0.978 -2.756
H -2.155 0.472 -3.543
H -2.457 0.589 -2.042
O 2.984 -1.670 1.915
H 2.460 -2.159 1.238
H 3.340 -2.346 2.503
*
```

Charge distribution, Mulliken scheme, values in e: -0.63, 0.32, 0.27, -0.43, 0.28, 0.14, -0.62, 0.40, 0.29, -0.64, 0.31, 0.29, -0.51, 0.25, 0.27, -0.53, 0.25, 0.27, -0.58, 0.25, 0.30, -0.64, 0.30, 0.35, -0.61, 0.28, 0.30, -0.62, 0.37, 0.31, -0.62, 0.30, 0.30, -0.63, 0.39, 0.27

=====

B) is the most stable structure; the next one sits 0.0406 hartree above it.

=====

A) The following is a quantum chemistry calculation of 12 unconnected molecules or ions with the total composition H24O12, from the Open Molecules 2025 dataset.

Output
SMILES: O.O.O.O.O.O.O.O.O.O.O.O
HOMO: -9.74 eV
HOMO-LUMO gap: 9.80 eV

Structure (ORCA input):
```
! wB97M-V def2-TZVPD RIJCOSX def2/J DEFGRID3
* xyz 0 1
O -2.568 15.115 -7.890
H -2.750 14.960 -6.993
H -2.083 15.969 -7.920
O -6.518 13.678 -3.697
H -7.153 12.986 -3.451
H -6.968 14.384 -4.242
O -3.657 14.391 -3.540
H -4.581 14.478 -3.466
H -3.454 13.625 -4.040
O -3.902 19.171 -4.270
H -4.408 18.539 -3.808
H -4.154 19.976 -3.809
O -5.472 13.798 -6.878
H -4.603 13.408 -6.977
H -6.077 13.136 -6.529
O -4.550 16.144 -5.823
H -4.642 16.069 -4.888
H -4.992 15.332 -6.142
O -1.953 16.682 -2.433
H -2.670 16.194 -2.913
H -2.281 17.524 -2.123
O -6.085 18.515 -6.389
H -6.483 17.901 -7.042
H -5.390 18.017 -5.958
O -4.928 16.003 -9.208
H -4.847 15.463 -10.015
H -4.046 16.000 -8.850
O -7.279 16.617 -7.967
H -7.853 17.012 -8.618
H -6.417 16.333 -8.373
O -5.092 16.878 -2.930
H -6.062 16.977 -3.130
H -4.940 17.101 -2.015
O -7.870 15.186 -5.860
H -8.771 15.522 -5.922
H -7.455 15.548 -6.632
*
```

Charge distribution, Mulliken scheme, values in e: -0.67, 0.27, 0.35, -0.63, 0.28, 0.33, -0.54, 0.28, 0.26, -0.55, 0.27, 0.32, -0.56, 0.27, 0.26, -0.27, 0.21, 0.18, -0.65, 0.38, 0.29, -0.73, 0.41, 0.33, -0.64, 0.29, 0.30, -0.75, 0.27, 0.42, -0.57, 0.26, 0.23, -0.59, 0.25, 0.44

=====

B) The following is a quantum chemistry calculation of 12 unconnected molecules or ions with the total composition H24O12, from the Open Molecules 2025 dataset.

Output
SMILES: O.O.O.O.O.O.O.O.O.O.O.O
HOMO: -9.88 eV
HOMO-LUMO gap: 9.04 eV

Structure (ORCA input):
```
! wB97M-V def2-TZVPD RIJCOSX def2/J DEFGRID3
* xyz 0 1
O 2.882 -0.334 1.278
H 2.056 -0.749 1.597
H 2.954 -0.777 0.398
O -0.781 2.299 -0.846
H -0.071 2.889 -0.632
H -0.794 2.325 -1.784
O 2.045 1.425 -1.446
H 1.323 1.071 -1.994
H 2.819 0.906 -1.658
O 0.034 -0.039 0.182
H -0.048 0.842 -0.240
H -0.881 -0.277 0.044
O -3.043 1.472 1.306
H -2.164 1.830 1.334
H -3.051 0.757 0.647
O -0.279 0.350 -3.016
H -1.051 -0.187 -3.240
H 0.031 0.754 -3.804
O 2.038 2.272 1.523
H 2.440 1.372 1.615
H 1.603 2.270 0.680
O -1.333 -2.644 0.807
H -1.704 -2.853 -0.029
H -1.989 -2.120 1.288
O -0.284 0.487 2.802
H -0.134 0.350 1.897
H -0.485 1.420 2.830
O 1.193 -2.411 2.282
H 1.727 -3.149 2.004
H 0.558 -2.338 1.565
O -2.663 -0.268 -0.645
H -3.041 0.443 -1.209
H -2.396 -0.958 -1.210
O 0.897 -2.178 -1.821
H 0.859 -2.884 -1.186
H 0.735 -1.364 -1.318
*
```

Charge distribution, Mulliken scheme, values in e: -0.71, 0.40, 0.32, -0.51, 0.31, 0.26, -0.53, 0.28, 0.28, 0.16, -0.04, 0.15, -0.66, 0.24, 0.48, -0.53, 0.23, 0.26, -0.69, 0.45, 0.19, -0.62, 0.27, 0.31, -0.60, 0.31, 0.34, -0.65, 0.31, 0.33, -0.76, 0.28, 0.24, -0.68, 0.32, 0.26

=====

A) is the most stable structure; the next one sits 0.0289 hartree above it.

=====

A) The following is a quantum chemistry calculation of a molecular structure, H24O12, from the Open Molecules 2025 dataset.

Output
HOMO: -7.63 eV
HOMO-LUMO gap: 6.62 eV

Structure (ORCA input):
```
! wB97M-V def2-TZVPD RIJCOSX def2/J DEFGRID3
* xyz 0 1
O -0.996 -2.482 1.279
H -1.926 -2.692 1.364
H -0.921 -2.062 0.422
O -2.457 0.558 0.195
H -2.770 0.854 1.050
H -1.515 0.436 0.313
O 1.053 1.902 1.310
H 0.580 2.551 0.788
H 1.245 2.350 2.133
O -1.976 -0.305 -1.878
H -1.180 0.225 -1.902
H -2.681 0.312 -2.077
O -0.068 0.952 -2.183
H 0.398 0.699 -2.980
H -0.202 1.895 -2.272
O -1.374 -1.922 -0.924
H -1.469 -1.189 -1.533
H -2.268 -2.229 -0.777
O 0.793 -1.709 -0.746
H -0.079 -2.042 -0.956
H 1.323 -1.921 -1.515
O 2.509 -0.673 -0.708
H 2.483 0.225 -0.377
H 1.671 -1.052 -0.442
O -0.520 0.866 2.415
H -0.594 1.810 2.554
H 0.154 0.775 1.741
O 2.407 1.236 -0.138
H 1.838 1.503 0.584
H 2.346 1.951 -0.770
O 0.121 0.191 0.277
H 0.190 -0.736 0.049
H 0.310 0.654 -0.539
O 1.516 -0.527 2.098
H 0.777 -0.532 2.705
H 1.282 0.127 1.440
*
```

Charge distribution, Mulliken scheme, values in e: -0.72, 0.24, 0.69, -0.63, 0.33, 0.58, -0.75, 0.34, 0.41, -0.69, 0.21, 0.34, -0.60, 0.26, 0.30, -0.94, 0.70, 0.31, -0.69, 0.43, 0.26, -1.13, 0.47, 0.20, -0.77, 0.21, -0.34, -0.70, 0.47, 0.25, 0.39, 0.35, 0.08, -0.75, 0.36, 0.51

=====

B) The following is a quantum chemistry calculation of 12 unconnected molecules or ions with the total composition H24O12, from the Open Molecules 2025 dataset.

Output
SMILES: O.O.O.O.O.O.O.O.O.O.O.O
HOMO: -10.47 eV
HOMO-LUMO gap: 10.37 eV

Structure (ORCA input):
```
! wB97M-V def2-TZVPD RIJCOSX def2/J DEFGRID3
* xyz 0 1
O 18.421 -3.541 -16.824
H 18.904 -4.214 -16.403
H 17.592 -3.378 -16.316
O 17.463 2.162 -17.366
H 17.332 1.766 -16.484
H 16.594 2.262 -17.764
O 15.361 0.315 -18.691
H 14.991 0.516 -19.575
H 14.642 -0.022 -18.091
O 14.072 -0.888 -16.868
H 14.582 -1.500 -17.342
H 13.287 -0.663 -17.410
O 16.517 2.748 -19.913
H 16.101 2.531 -20.736
H 17.156 2.045 -20.051
O 19.942 -1.965 -18.894
H 19.125 -1.669 -18.491
H 20.270 -2.620 -18.270
O 17.920 0.202 -15.314
H 17.896 -0.387 -14.567
H 18.840 0.369 -15.452
O 20.193 -2.057 -14.671
H 20.384 -2.840 -14.207
H 19.470 -2.256 -15.235
O 15.625 -2.821 -17.681
H 15.756 -3.475 -18.406
H 16.117 -2.026 -17.898
O 18.188 0.721 -20.248
H 17.687 -0.103 -20.527
H 18.828 0.574 -19.549
O 14.356 2.782 -17.821
H 14.890 2.011 -18.055
H 14.197 3.473 -18.541
O 17.562 -0.773 -17.872
H 16.964 -0.098 -18.124
H 17.592 -0.661 -16.925
*
```

Charge distribution, Mulliken scheme, values in e: -0.53, 0.25, 0.30, -0.69, 0.33, 0.25, -0.56, 0.18, 0.38, -0.70, 0.43, 0.31, -0.56, 0.28, 0.37, -0.63, 0.34, 0.31, -0.71, 0.25, 0.35, -0.61, 0.29, 0.34, -0.75, 0.32, 0.31, -0.72, 0.31, 0.30, -0.65, 0.38, 0.31, -0.57, 0.21, 0.58

=====

C) The following is a quantum chemistry calculation of a molecular structure, H24O12, from the Open Molecules 2025 dataset.

Output
HOMO: -9.67 eV
HOMO-LUMO gap: 8.88 eV

Structure (ORCA input):
```
! wB97M-V def2-TZVPD RIJCOSX def2/J DEFGRID3
* xyz 0 1
O 21.142 1.920 56.482
H 21.321 1.191 56.070
H 20.174 1.757 56.542
O 18.815 -1.574 54.147
H 19.623 -1.886 53.836
H 17.975 -1.785 53.683
O 17.669 -0.160 52.180
H 18.083 0.566 52.991
H 16.849 0.108 51.634
O 21.883 3.212 52.918
H 21.856 3.512 53.989
H 21.125 3.761 52.747
O 17.933 1.573 53.172
H 17.867 2.439 52.851
H 18.071 1.498 54.075
O 21.924 0.244 55.120
H 21.736 -0.582 55.581
H 21.164 0.385 54.571
O 24.478 0.482 54.073
H 23.543 0.427 54.405
H 24.636 -0.143 53.363
O 18.943 1.662 50.379
H 18.002 1.861 50.266
H 19.014 1.230 51.194
O 21.727 -1.452 52.661
H 21.221 -0.500 52.626
H 22.026 -1.602 51.817
O 18.267 1.240 56.132
H 17.639 1.581 56.742
H 18.309 0.354 56.291
O 23.768 1.883 51.480
H 23.612 1.080 50.930
H 22.959 2.116 52.014
O 20.610 0.601 53.245
H 19.827 0.927 53.643
H 21.083 1.491 53.252
*
```

Charge distribution, Mulliken scheme, values in e: -0.66, 0.35, 0.36, -0.60, 0.27, 0.28, -0.85, 0.34, 0.20, -0.78, 0.39, 0.30, -0.34, 0.30, 0.34, -0.80, 0.32, 0.47, -0.63, 0.40, 0.29, -0.63, 0.31, 0.35, -0.69, 0.34, 0.25, -0.66, 0.25, 0.30, -0.63, 0.32, 0.30, -0.36, 0.23, 0.39

=====

B) is the most stable structure; the next one sits 0.2273 hartree above it.